64
Properties=species:S:1:pos:R:3:forces:R:3 method="wB97M-V/def2-TZVPD" lumo_energy_ev=0.24 homo_energy_ev=-8.07 mol_weight_g_mol=470.97 homo_lumo_gap_ev=8.30 e_tot_ev=-54788.682 e_above_lowest_ev=0.000 total_charge=0
H -3.8484 -2.5505 -0.8279 0.24 0.19 0.23
H 2.0988 2.0380 0.8416 -0.59 0.13 -0.68
C -0.8185 -1.6476 -3.6557 0.20 -0.86 -1.07
C 0.1216 0.1102 3.3601 -0.47 -0.55 0.05
C 1.5200 2.2603 6.2239 0.03 0.01 -0.74
H -1.7308 -0.7442 -5.4520 0.28 0.31 0.23
C 1.2807 -2.8105 -0.5444 -0.01 -0.03 0.77
H -2.0304 1.2466 0.3074 -0.01 -0.23 0.21
Al -0.6968 -1.0908 0.8538 0.35 1.77 1.26
C 1.9351 3.7573 -0.4503 0.02 -0.06 -0.23
C 0.9767 2.0583 -1.8976 -0.38 -0.66 -0.66
C -0.1280 -3.7954 0.9874 1.44 0.91 0.51
H -3.3626 -0.0526 -1.5928 0.59 -0.19 -0.35
H 2.8391 2.9749 -2.3069 0.03 0.44 0.05
C 0.4131 -2.6029 1.6045 -0.25 -1.27 -0.88
H -2.7228 0.1834 -3.4394 0.17 0.02 0.05
H 0.3650 -4.7960 -0.9140 -0.26 0.20 -0.15
C 0.5911 -2.1370 -3.6027 0.54 -0.55 0.10
C 0.4467 -3.9182 -0.2861 0.39 0.10 0.12
H 2.9727 3.8929 -0.1175 -0.34 0.16 -0.10
C 0.8517 1.1930 4.1139 0.62 0.42 0.77
H -2.4156 -0.2572 2.6008 0.19 -0.26 -0.39
H 1.9545 -1.1196 0.7566 -0.41 -0.25 0.01
C -1.7988 -2.7744 -3.9676 -0.19 -0.36 0.10
H -2.8528 -2.4517 -3.9530 0.39 0.05 0.05
C 1.2348 -1.9207 0.5726 0.37 -1.19 -0.44
H 1.5145 2.3182 7.3058 -0.08 -0.22 -0.06
H 1.9654 -2.7046 -1.3888 -0.57 0.14 0.32
C -2.3252 0.2033 0.3579 -1.13 -0.55 -0.09
C -2.9960 -0.5042 -0.6891 0.08 -0.54 1.20
H 1.3766 4.6788 -0.2809 0.13 0.02 -0.14
H -3.4879 -2.6151 1.8466 0.51 0.02 -0.21
H -1.2675 1.1950 -3.2181 -0.22 -0.65 0.29
H 0.0565 2.2141 -2.4674 0.27 -0.03 -0.13
H 0.3388 0.4725 6.0931 -0.12 0.01 -0.13
C -1.0362 -0.4973 -4.6369 0.23 -0.12 0.02
H 1.6807 2.0575 2.3974 -0.03 0.17 0.36
C 1.2957 2.6115 0.3188 -0.07 -0.80 0.53
C 2.2344 3.2297 4.1202 -0.14 -0.70 0.60
H -0.7433 -4.5244 1.5058 -0.03 0.25 -0.22
C 1.6042 2.1575 3.4632 0.13 0.66 0.07
C -3.3471 -1.7907 -0.2286 -0.64 0.59 0.06
Cl 3.0462 4.5206 6.3607 0.01 0.09 0.14
H 0.6186 -2.9864 -2.9147 0.27 0.18 -0.15
O -1.1528 -0.8520 -2.4665 0.13 0.37 -2.00
H 0.4535 -2.3991 2.6730 -0.33 0.14 -0.30
C -2.5343 -0.6042 1.5752 -0.85 -0.63 -0.25
H 1.2382 -1.3287 -3.2325 -0.07 -0.31 -0.11
C 1.8680 3.2961 -1.9242 0.05 -0.15 0.16
H -1.5920 -3.1806 -4.9778 0.00 0.30 0.46
C -3.1204 -1.8508 1.1650 -0.01 1.21 0.03
H -0.0887 -0.0753 -5.0267 -0.62 -0.07 0.27
H 0.9645 -2.4876 -4.5854 -0.35 0.28 0.37
C -1.6257 0.1683 -3.4105 -0.45 1.20 0.32
H 2.7510 4.0123 3.5732 0.01 -0.21 0.00
H 1.4416 4.0618 -2.5764 0.24 -0.07 0.06
H 1.4974 1.1663 -2.2741 -0.09 0.22 -0.30
O 0.5788 1.7568 -0.5837 0.43 0.75 0.66
C 2.2163 3.2614 5.5243 -0.78 -0.90 -1.00
H 0.5469 2.9139 1.0601 0.38 0.12 -0.05
O 0.0770 0.2046 2.0348 0.23 -0.23 1.15
H -1.6848 -3.6034 -3.2668 -0.07 0.04 0.12
C 0.8467 1.2385 5.5227 0.32 0.59 0.13
O -0.4056 -0.7798 4.0367 0.28 0.53 -0.96